Computed, not measured: a structure of composition C30H81BF4O11V, with ωB97M-V with the def2-TZVPD basis set.

```
128
Properties=species:S:1:pos:R:3
V -2.93888 2.19811 -1.13741
O -4.72414 3.22342 -1.62112
H -4.48952 3.98196 -2.19042
B -0.27085 0.72477 0.32628
F 0.39776 1.92699 0.50446
F -0.75295 0.19883 1.50754
F -1.27657 0.84465 -0.58943
F 0.54751 -0.17667 -0.24499
C -2.35760 5.54060 0.67405
C -1.35889 4.92753 -0.47607
C 0.02132 5.43125 -0.08671
O -1.38043 3.51226 -0.41435
H -2.34974 6.62567 0.77722
H -1.92251 5.18006 1.60615
H -3.38539 5.22148 0.50111
H -1.62159 5.27037 -1.47684
H 0.82978 5.02943 -0.69747
H 0.29230 5.07826 0.90831
H 0.09505 6.51573 -0.16761
H -0.50910 3.30241 -0.07033
C 4.73879 -4.82614 -3.28456
C 3.79904 -4.63280 -2.14086
C 2.38138 -4.31421 -2.67514
O 3.87410 -5.68804 -1.30422
H 4.69644 -5.82689 -3.71445
H 5.75801 -4.52670 -3.04034
H 4.41470 -4.23265 -4.13946
H 4.16570 -3.72392 -1.66380
H 2.28437 -3.41911 -3.28953
H 1.66432 -4.24968 -1.85674
H 1.99385 -5.15310 -3.25323
H 3.21980 -5.48528 -0.63164
C 2.34567 -0.63883 -2.91304
C 1.16244 -0.13457 -3.52874
C 0.00817 -1.00285 -3.85200
O 0.67552 0.86494 -2.71013
H 3.16861 0.04871 -2.71770
H 2.93008 -1.30785 -3.54469
H 2.05231 -1.23146 -2.04652
H 1.48281 0.33531 -4.45861
H 0.33121 -1.69997 -4.62514
H -0.89644 -0.67642 -4.36505
H -0.26022 -1.60129 -2.98139
H 0.63857 0.42198 -1.85924
C -4.59295 0.43863 2.78459
C -4.75010 1.53492 1.60806
C -5.29462 2.94444 2.03350
O -3.49029 1.77906 0.92636
H -5.57120 0.25956 3.23077
H -3.93045 0.77711 3.58123
H -4.05424 -0.48702 2.58194
H -5.34953 0.97073 0.89360
H -5.37484 3.68473 1.23749
H -4.88252 3.60570 2.79575
H -6.36661 2.87214 2.21709
H -2.86592 1.51116 1.60460
C 4.37699 -4.93348 2.75301
C 3.26141 -4.10323 2.12344
C 3.85194 -2.86613 1.45839
O 2.69082 -4.86413 1.07381
H 3.90255 -5.63338 3.44086
H 4.99428 -4.23350 3.31611
H 4.81718 -5.43539 1.89137
H 2.50935 -3.96489 2.90021
H 4.17557 -2.10314 2.16635
H 3.18477 -2.32655 0.78620
H 4.58080 -3.20469 0.72202
H 2.04797 -5.44044 1.49357
C 4.38017 1.62591 -0.30950
C 3.95794 2.06988 1.16922
C 3.24976 3.39464 1.18839
O 3.10232 1.08296 1.64074
H 5.26603 2.22448 -0.52178
H 3.67905 1.66296 -1.14325
H 4.57480 0.55359 -0.32885
H 4.81727 2.15801 1.83398
H 3.91678 4.12388 0.72862
H 2.85353 3.75495 2.13775
H 2.34807 3.47188 0.58086
H 2.36400 1.00331 1.03236
C -2.69818 4.31623 -4.08731
C -2.21000 2.84667 -4.16719
C -1.25241 2.57040 -5.31899
O -1.44997 2.48976 -2.99334
H -3.21728 4.67019 -4.97800
H -1.86345 5.01303 -4.01107
H -3.29949 4.44396 -3.18719
H -3.06164 2.16938 -4.10331
H -0.96092 1.52443 -5.41421
H -0.40048 3.24962 -5.28771
H -1.75054 2.76710 -6.26834
H -0.78562 1.81583 -3.15474
C 1.08465 1.14901 5.07883
C 1.59282 -0.14746 4.60487
C 3.10073 -0.35932 4.77312
O 0.89343 -1.13605 5.32573
H -0.00319 1.20586 5.11721
H 1.41667 2.01119 4.50046
H 1.49499 1.22294 6.08593
H 1.24617 -0.38002 3.59797
H 3.63552 0.34462 4.13549
H 3.44832 -1.30820 4.36458
H 3.49456 -0.11057 5.75858
H 0.02826 -1.22489 4.91931
C -0.17245 -3.05860 2.39276
C -1.44306 -2.46388 2.93301
C -2.25877 -3.47246 3.92193
O -1.24767 -1.24995 3.59435
H 0.38518 -2.38792 1.73906
H -0.36371 -3.85557 1.67417
H 0.45713 -3.41657 3.20737
H -2.16536 -2.23609 2.14911
H -1.69560 -3.56355 4.85070
H -2.65234 -4.41460 3.54038
H -3.18519 -3.00565 4.25648
H -1.12556 -0.56354 2.93440
C -3.86192 -1.83584 -1.06513
C -3.27862 -0.95197 -2.19202
C -3.65648 -1.40084 -3.57290
O -3.77300 0.33698 -1.98309
H -3.43382 -1.65983 -0.07829
H -3.79996 -2.89792 -1.30231
H -4.92601 -1.61995 -0.96925
H -2.19008 -1.00708 -2.18031
H -3.40178 -2.42871 -3.83119
H -3.10341 -0.77756 -4.27555
H -4.71673 -1.23613 -3.76491
H -4.72855 0.25858 -1.93441
```

Output
<S²>: 3.754
Largest force on an atom (eV/A): 4.12
Highest occupied orbital energy (alpha / beta) (eV): -7.3933 / -9.0270
Multiplicity: 4
ΔE to the lowest compared entry with this formula, charge and spin (eV): 0.515
E (eV): -92185.37529
Frontier orbital gap (alpha / beta) (eV): 7.7 / 9.3

Löwdin population analysis, charges in e, atoms 1 to 6: 0.913, -0.431, -0.084, -1.374, 0.167, 0.179

Computed, not measured: a structure of composition C30H81F2N15O10P4S2Ti, with ωB97M-V with the def2-TZVPD basis set.

```
145
Properties=species:S:1:pos:R:3
Ti -20.74579 19.18875 -23.57910
N -20.49037 17.30167 -20.89411
H -20.51210 17.23467 -19.88656
H -20.27702 16.41791 -21.33403
H -19.73086 17.83811 -21.28841
H -21.33102 17.64475 -21.33650
N -22.44132 18.50602 -22.18547
S -23.86242 18.07864 -22.48950
O -24.59605 18.89834 -23.50726
O -24.64871 17.30969 -21.50366
F -23.26268 16.91091 -23.40960
S -22.82157 19.59869 -20.97998
O -22.62745 19.02815 -19.67987
O -23.95080 20.51378 -21.24502
F -21.56160 20.68249 -21.15401
C -27.93715 18.91851 -17.53736
C -26.78227 18.57144 -18.37706
C -25.49403 18.68789 -17.76376
C -25.29976 19.17001 -16.44317
C -26.44076 19.45381 -15.68685
C -27.70948 19.39533 -16.24145
N -23.99114 19.44550 -15.84943
O -23.11618 18.64699 -16.01220
O -23.78353 20.43040 -15.17385
H -28.94324 18.83041 -17.92001
H -27.06109 18.17957 -19.34407
H -24.66835 18.32685 -18.35899
H -26.50674 19.77479 -14.65777
H -28.60766 19.71701 -15.73530
O -23.00685 14.97898 -27.04089
P -23.94643 16.08023 -27.44009
N -23.12074 17.36980 -28.21698
C -22.32319 18.14588 -27.25446
C -22.46940 17.13661 -29.55437
N -24.96235 16.74643 -26.30397
C -25.57200 15.94620 -25.32408
C -25.80809 17.94696 -26.60027
N -24.95075 15.71148 -28.79645
C -25.79439 16.66047 -29.52145
C -24.84856 14.39385 -29.46647
H -21.39144 17.58108 -27.28530
H -22.63422 18.12907 -26.20991
H -22.03863 19.10262 -27.69236
H -21.61590 17.79334 -29.72273
H -23.23428 17.20051 -30.32830
H -22.08957 16.11501 -29.54123
H -26.22801 16.57137 -24.71834
H -26.10425 15.13419 -25.81952
H -24.86615 15.40564 -24.69346
H -26.06572 18.49682 -25.69507
H -25.13443 18.65450 -27.08368
H -26.78950 17.74830 -27.03092
H -26.78674 16.22196 -29.62664
H -25.81654 17.62717 -29.01837
H -25.34876 16.83824 -30.50017
H -24.52593 14.41016 -30.50751
H -25.82216 13.91931 -29.58901
H -24.33195 13.70511 -28.79801
O -20.16831 22.72512 -18.57328
P -21.02277 23.32749 -17.52486
N -20.40555 24.87252 -17.10936
C -19.03878 24.82683 -16.59767
C -20.80898 26.06994 -17.88729
N -20.95438 22.49777 -16.10638
C -20.62024 21.02654 -16.09339
C -21.31610 23.12173 -14.87220
N -22.71527 23.33981 -17.92490
C -23.42639 22.38240 -18.55308
C -23.65215 24.36770 -17.27058
H -18.88493 25.55696 -15.80311
H -18.33566 25.06290 -17.39643
H -18.71658 23.82061 -16.32971
H -20.07512 26.10228 -18.69259
H -20.61063 26.91210 -17.22433
H -21.82204 26.14240 -18.28299
H -21.39855 20.39502 -16.52178
H -19.70395 20.92054 -16.67417
H -20.48182 20.64442 -15.08200
H -21.60077 22.41726 -14.09068
H -20.38516 23.60144 -14.57000
H -22.18438 23.76616 -15.00971
H -23.35990 21.47607 -17.95120
H -24.48788 22.61098 -18.64841
H -23.21235 22.13310 -19.59238
H -24.40552 24.66042 -18.00192
H -23.10619 25.29753 -17.11111
H -24.01696 24.05553 -16.29202
O -21.92554 20.89116 -24.48242
P -22.45145 22.24188 -24.73294
N -23.10790 23.15394 -23.45553
C -22.18858 23.40292 -22.27932
C -24.44958 23.71327 -23.33455
N -23.78603 22.24028 -25.86997
C -24.62833 21.08648 -25.90723
C -24.07341 23.18198 -26.95976
N -21.35887 23.40622 -25.38254
C -21.67328 24.91344 -25.44507
C -20.43612 23.01932 -26.47830
H -21.29735 22.78936 -22.41110
H -22.75945 23.04665 -21.42185
H -22.11049 24.48843 -22.21872
H -24.39213 24.79733 -23.43264
H -24.70084 23.74416 -22.27435
H -25.27004 23.13403 -23.75816
H -25.40479 21.13303 -26.67078
H -24.05764 20.15817 -25.88151
H -25.20485 21.04431 -24.98314
H -24.92733 22.98951 -27.60929
H -24.08269 24.21930 -26.62511
H -23.38040 22.86790 -27.74027
H -22.19435 25.22846 -26.34915
H -22.15818 25.20141 -24.51232
H -20.78799 25.54933 -25.44017
H -19.66761 22.42147 -25.98832
H -19.94951 23.86501 -26.96423
H -21.06268 22.45905 -27.17228
O -23.87093 11.92140 -17.96345
P -23.81212 13.33197 -18.26085
N -22.62102 13.80285 -19.42397
C -22.84514 14.86516 -20.46411
C -21.29759 13.21351 -19.40236
N -23.43949 14.25711 -16.83980
C -23.26389 13.52637 -15.58569
C -23.13573 15.64816 -16.92228
N -25.46179 13.91759 -18.65229
C -26.46488 12.99366 -18.23685
C -25.88979 15.23993 -19.10299
H -23.84455 14.69137 -20.86293
H -22.02140 14.91689 -21.17607
H -22.76544 15.82190 -19.94796
H -21.13845 12.17112 -19.12633
H -20.78184 13.87987 -18.71095
H -20.83887 13.38251 -20.37658
H -22.21624 13.23075 -15.64174
H -23.43908 14.06722 -14.65569
H -23.89227 12.65140 -15.41935
H -22.37270 15.93731 -17.64497
H -24.02470 16.12108 -17.33963
H -22.93256 16.08859 -15.94614
H -26.70795 12.35957 -19.08947
H -26.23373 12.42173 -17.33821
H -27.40102 13.46732 -17.94123
H -26.52049 15.81846 -18.42800
H -26.20050 15.21818 -20.14754
H -25.04179 15.91414 -19.22321
```

Output
<S²>: 6.002
Largest force on an atom (eV/A): 10.20
Highest occupied orbital energy (alpha / beta) (eV): -4.9308 / -7.6527
Multiplicity: 5
E (eV): -162616.75592
Frontier orbital gap (alpha / beta) (eV): 4.6 / 7.3

Löwdin population analysis, charges in e, atoms 1 to 6: 0.366, 0.248, 0.127, 0.101, 0.040, -0.022

Computed, not measured: a cluster of 9 separate species, C30H81N3O12 in total, with ωB97M-V with the def2-TZVPD basis set.

```
126
Properties=species:S:1:pos:R:3
C 1.77350 -4.41494 -0.10953
O 0.79633 -4.25286 -1.12466
C 1.14025 -3.23153 -1.97564
C 0.12184 -3.14201 -3.11342
N 0.37876 -1.94982 -3.99260
C -0.60576 -1.97536 -5.08734
C -0.11387 -1.01002 -6.13344
O 1.10414 -1.48029 -6.71449
C 1.41365 -0.63572 -7.76664
H 1.38020 -5.16048 0.62301
H 2.03802 -3.49148 0.41911
H 2.66091 -4.94783 -0.57211
H 2.13639 -3.48355 -2.34348
H 1.24043 -2.26127 -1.45991
H -0.89795 -3.03061 -2.69326
H 0.13185 -4.10734 -3.65529
H 1.34340 -1.97958 -4.33174
H -1.62011 -1.69280 -4.74377
H -0.72363 -2.95847 -5.59957
H -0.03271 0.00399 -5.74118
H -0.88638 -0.87302 -6.92463
H 2.38023 -0.94279 -8.15731
H 1.55297 0.38566 -7.37979
H 0.66171 -0.66550 -8.53310
C -3.74446 -0.32756 4.79945
O -2.94079 0.74333 4.26381
C -2.03613 1.19136 5.28851
C -1.26116 2.37054 4.71240
N -2.26032 3.43989 4.45218
C -1.79317 4.55329 3.63039
C -1.55027 4.20447 2.18259
O -2.72132 3.72051 1.56213
C -2.62728 3.51939 0.16913
H -4.48077 -0.65286 4.04929
H -4.21120 0.00519 5.75758
H -3.14531 -1.22853 4.97174
H -1.30721 0.41951 5.63998
H -2.54028 1.62341 6.14963
H -0.69651 2.04362 3.82710
H -0.51058 2.77467 5.39728
H -3.04646 2.99286 4.01770
H -0.86816 4.95606 4.01726
H -2.53016 5.37767 3.56546
H -0.79870 3.43419 2.01921
H -1.21330 5.05551 1.55172
H -3.40499 2.90349 -0.22505
H -1.69223 2.99965 -0.03532
H -2.62674 4.45077 -0.44039
C 3.07166 0.14021 -4.24167
O 3.93261 0.96262 -3.53000
C 4.43659 0.35897 -2.34290
C 4.99443 1.43181 -1.43951
N 4.08298 2.47916 -1.08523
C 2.76654 1.98879 -0.68702
C 1.88374 3.08775 -0.16400
O 1.48150 3.94626 -1.24281
C 0.85156 5.13245 -0.76642
H 2.16321 -0.10613 -3.74543
H 3.54383 -0.77343 -4.62580
H 2.77775 0.69171 -5.14800
H 5.21489 -0.35512 -2.54995
H 3.70631 -0.21635 -1.75067
H 5.93147 1.91743 -1.76126
H 5.28553 0.77511 -0.59168
H 4.06488 3.22692 -1.74610
H 2.81889 1.18634 0.03644
H 2.18241 1.58531 -1.51115
H 2.43518 3.67133 0.63957
H 0.98954 2.71957 0.31518
H -0.15416 4.99622 -0.38613
H 0.74117 5.77194 -1.64005
H 1.47717 5.60761 0.00551
C -4.74912 0.49204 1.18121
C -3.89811 -0.10296 0.02768
O -4.43506 -1.27730 -0.70622
H -4.17336 1.29726 1.63257
H -4.90201 -0.19762 2.00650
H -5.72031 0.90483 0.91962
H -2.87449 -0.34206 0.40935
H -3.78260 0.66223 -0.71249
H -4.34332 -2.05151 -0.14719
C -1.81209 -3.41706 0.77901
C -3.03475 -4.40242 0.88586
O -4.12529 -3.60616 1.44165
H -1.65718 -2.90171 1.71693
H -1.98472 -2.66850 0.01769
H -0.90049 -3.80422 0.35050
H -2.79366 -5.27058 1.54788
H -3.40280 -4.82150 -0.07222
H -4.89291 -4.20949 1.54388
C -0.94534 2.86953 -3.30251
C -0.29684 1.58297 -2.86853
O -1.36515 0.62150 -2.65983
H -1.49622 2.68169 -4.21134
H -0.20674 3.59386 -3.53056
H -1.63340 3.26618 -2.55188
H 0.28932 1.76252 -1.97421
H 0.37582 1.23628 -3.70161
H -0.95563 -0.28096 -2.67840
C -0.26717 -2.79999 4.01308
C 0.31372 -2.37993 5.32005
O 1.76376 -2.25893 5.19109
H -1.35882 -2.79899 4.08927
H 0.10621 -3.79108 3.72213
H -0.06468 -2.09562 3.23375
H 0.01913 -3.07796 6.10637
H -0.07400 -1.40205 5.58580
H 2.11213 -2.48380 6.04328
C 0.25980 -0.33587 0.36233
C -0.33052 0.53405 1.49570
O 0.69693 1.15457 2.33800
H 1.07086 -0.90717 0.82595
H 0.67571 0.24027 -0.48932
H -0.49275 -0.95776 -0.01226
H -0.99896 -0.02672 2.13901
H -0.94246 1.38261 1.07064
H 1.46930 0.55744 2.38420
C 4.00125 -1.30666 1.02551
C 3.42350 -1.86646 2.28037
O 2.67825 -0.83791 2.98154
H 4.60047 -0.40828 1.11794
H 3.17799 -0.99579 0.34639
H 4.59720 -2.02060 0.48790
H 4.16958 -2.28570 2.99161
H 2.78681 -2.68037 2.00554
H 2.27683 -1.26744 3.74691
```

Output
Largest force on an atom (eV/A): 2.23
Highest occupied orbital energy (eV): -8.2979
Structure (SMILES): COCCNCCOC.COCCNCCOC.COCCNCCOC.CCO.CCO.CCO.CCO.CCO.CCO
ΔE to the lowest compared entry with this formula, charge and spin (eV): 1.426
E (eV): -61458.00567
Frontier orbital gap (eV): 8.7

Löwdin population analysis, charges in e, atoms 1 to 6: -0.095, -0.208, -0.267, -0.168, -0.048, -0.208